No. 1
{"formula": "C9H17NO4S", "method": "the ωB97M-V functional and the def2-TZVPD basis", "elements": ["C", "C", "C", "C", "C", "C", "C", "C", "C", "N", "O", "O", "O", "O", "S", "H", "H", "H", "H", "H", "H", "H", "H", "H", "H", "H", "H", "H", "H", "H", "H", "H"], "positions_angstrom": [[-2.0544, -0.5432, -0.8423], [-3.0558, 0.6883, 0.8214], [-2.1932, -2.0096, -1.3573], [1.7297, 0.8431, 1.5174], [2.8375, 1.1662, -0.5555], [2.1771, -1.0757, -0.0111], [-1.5560, 0.7138, 1.1510], [0.4638, 0.6469, -0.6537], [-0.8884, -0.2962, 0.3181], [1.7946, 0.3441, 0.1029], [-3.9783, 1.1588, 1.3335], [-1.7211, 0.2269, -1.9508], [-3.2367, -0.1553, -0.2490], [-0.4003, -1.4897, 0.9441], [0.0626, 2.2653, -0.7230], [-2.8840, -2.3947, -0.6221], [-1.3551, -2.5885, -1.5135], [-2.5783, -1.8525, -2.2696], [1.2273, 0.0428, 2.0966], [2.7216, 0.8399, 1.9474], [1.4450, 1.8798, 1.4340], [3.6668, 1.0924, 0.1116], [2.9396, 0.8248, -1.6806], [2.4572, 2.1577, -0.4181], [2.9953, -1.2831, 0.6440], [1.2608, -1.6233, 0.3019], [2.6407, -1.2625, -0.9449], [-1.2367, 0.7551, 2.2229], [-1.1636, 1.7776, 0.9634], [0.8177, 0.0803, -1.6040], [-1.1233, -2.0709, 1.2503], [-1.8123, 1.1417, -1.7651]], "forces_ev_per_angstrom": [[3.626, -1.116, 0.165], [3.051, -1.947, -0.653], [-0.627, 2.468, 3.750], [0.717, -1.848, -0.100], [-0.465, -0.666, -1.416], [-1.143, -0.140, 1.365], [0.109, 1.619, 1.969], [-0.148, -4.133, 0.433], [0.440, 0.661, -3.133], [0.857, 0.962, 0.486], [-2.386, 1.805, 1.737], [-0.898, -1.776, -0.839], [-0.625, 0.268, -0.189], [-0.845, 0.404, 0.138], [0.002, 2.070, -0.756], [-0.276, -0.950, -0.294], [2.187, -0.939, 0.330], [-2.129, 0.098, -3.233], [-0.634, 1.206, -0.201], [0.576, -0.044, -0.183], [-1.054, 0.020, 0.523], [1.290, -0.417, -0.350], [0.087, 0.930, 2.452], [0.056, 0.792, -0.798], [0.399, 0.036, 1.020], [1.254, -0.205, -0.820], [-0.458, -0.252, -1.375], [-1.018, -0.859, -0.451], [-0.570, -1.143, -0.802], [-1.745, 0.858, 1.075], [0.222, 0.594, -0.261], [0.145, 1.644, 0.411]], "lumo_ev": 0.32, "energy_ev": -30120.335, "gap_ev": 7.8918, "homo_ev": -7.573, "total_charge": 0, "e_above_lowest_ev": 4.284}

No. 2
{"formula": "C4H8ClN3", "method": "the ωB97M-V functional and the def2-TZVPD basis", "elements": ["C", "C", "C", "Cl", "N", "C", "N", "N", "H", "H", "H", "H", "H", "H", "H", "H"], "positions_angstrom": [[-0.9155, 1.8559, 0.5046], [-0.2260, 0.8772, -0.3842], [-1.0265, 0.2097, -1.2384], [-0.4486, -0.9332, -2.3498], [1.1230, 0.7891, -0.3380], [1.7026, -0.3503, -0.0790], [1.2827, -1.5488, 0.3525], [0.0363, -1.8797, 0.8895], [-1.9552, 2.1050, 0.1049], [-0.2550, 2.7585, 0.5119], [-1.0853, 1.4226, 1.5563], [-2.1294, 0.3156, -1.3304], [2.7883, -0.4152, -0.3421], [1.9480, -2.3159, 0.3994], [-0.7126, -1.7549, 0.1830], [-0.1268, -1.1357, 1.5599]], "forces_ev_per_angstrom": [[-0.927, 0.651, 0.810], [-2.681, -0.406, -0.440], [-0.943, 0.502, 0.360], [0.560, -0.851, -0.835], [1.613, -1.834, 0.796], [1.311, 1.171, -1.508], [0.077, -0.834, -0.145], [-0.677, 0.765, -0.076], [1.479, -0.165, 0.522], [-0.820, -0.511, 0.450], [0.567, 0.803, -1.339], [1.106, 0.295, 0.359], [-0.798, 0.239, 0.487], [-0.192, 0.565, -0.079], [0.745, -0.176, 0.276], [-0.420, -0.215, 0.363]], "smiles": "CC(=C/Cl)/N=C\\NN", "lumo_ev": 0.85, "energy_ev": -21268.622, "gap_ev": 9.0844, "homo_ev": -8.234, "total_charge": 0, "e_above_lowest_ev": 1.829}

No. 3
{"formula": "C46H44F12O35S", "method": "the ωB97M-V functional and the def2-TZVPD basis", "elements": ["O", "C", "C", "F", "C", "C", "O", "C", "C", "C", "C", "C", "S", "C", "C", "C", "C", "H", "H", "H", "H", "H", "H", "H", "H", "H", "H", "H", "O", "C", "O", "C", "C", "F", "O", "H", "H", "H", "O", "C", "O", "C", "C", "F", "O", "H", "H", "H", "O", "C", "O", "C", "C", "F", "O", "H", "H", "H", "O", "C", "O", "C", "C", "F", "O", "H", "H", "H", "O", "C", "O", "C", "C", "F", "O", "H", "H", "H", "O", "C", "O", "C", "C", "F", "O", "H", "H", "H", "O", "C", "O", "C", "C", "F", "O", "H", "H", "H", "O", "C", "O", "C", "C", "F", "O", "H", "H", "H", "O", "C", "O", "C", "C", "F", "O", "H", "H", "H", "O", "C", "O", "C", "C", "F", "O", "H", "H", "H", "O", "C", "O", "C", "C", "F", "O", "H", "H", "H"], "positions_angstrom": [[9.8826, -6.1805, 0.1644], [9.0560, -5.3086, 0.0856], [9.3921, -3.8520, 0.3129], [10.5865, -3.3719, -0.0194], [8.4983, -3.0375, 0.8210], [7.1658, -3.5993, 1.1982], [6.5283, -3.2434, 2.1570], [6.6552, -4.6852, 0.2713], [5.3274, -4.8210, -0.0300], [4.2596, -3.8809, 0.4842], [4.5657, -2.4001, 0.0989], [3.6512, -1.8692, -1.0341], [4.5551, -1.9952, -2.6336], [4.9790, -5.8528, -0.8648], [5.8964, -6.7275, -1.3706], [7.2139, -6.5528, -1.0635], [7.6128, -5.5409, -0.2529], [8.6713, -1.9807, 0.9791], [4.0988, -3.9946, 1.5542], [3.3231, -4.1375, -0.0177], [5.5904, -2.2795, -0.2483], [4.5005, -1.8076, 1.0129], [2.7090, -2.4015, -1.1155], [3.5206, -0.8023, -0.8469], [5.8536, -1.7359, -2.3710], [3.9441, -5.9994, -1.1516], [5.5493, -7.5268, -2.0104], [7.9406, -7.2399, -1.4826], [0.7127, -3.9089, -0.7777], [0.9312, -4.5928, -1.7254], [1.9722, -4.4230, -2.5653], [1.9708, -5.5282, -3.4851], [0.5296, -5.9704, -3.4335], [0.4072, -7.3078, -3.6154], [0.1592, -5.6519, -2.0956], [2.6527, -6.2945, -3.1267], [2.2787, -5.2159, -4.4686], [-0.1308, -5.4522, -4.1260], [3.4360, 0.4327, 1.3447], [2.7427, 1.1680, 0.7347], [2.4679, 1.0499, -0.5878], [1.4857, 2.0515, -0.9137], [1.6985, 3.0595, 0.1945], [0.5332, 3.6811, 0.5390], [2.1104, 2.2499, 1.2729], [0.4883, 1.6100, -0.8783], [1.6544, 2.4605, -1.9067], [2.4656, 3.8115, -0.0020], [-3.0112, 5.0816, 0.0308], [-3.0988, 4.2182, 0.8421], [-3.8848, 4.2898, 1.9385], [-3.8266, 3.0232, 2.6042], [-2.5163, 2.4796, 2.1162], [-2.5427, 1.1317, 2.0158], [-2.4116, 3.0327, 0.8057], [-4.6731, 2.4088, 2.2930], [-3.8583, 3.1472, 3.6699], [-1.6508, 2.7821, 2.7089], [-3.2142, 1.7452, 4.9405], [-3.0883, 2.1361, 6.0546], [-4.1139, 2.3805, 6.8996], [-3.5484, 2.7027, 8.1774], [-2.1705, 3.1778, 7.7973], [-1.2571, 2.8852, 8.7559], [-1.8890, 2.4062, 6.6406], [-3.5217, 1.8073, 8.7991], [-4.1310, 3.4669, 8.6851], [-2.1084, 4.2396, 7.5519], [-3.7290, -3.2109, -5.1760], [-3.7297, -3.3465, -3.9927], [-3.0615, -2.5395, -3.1503], [-3.4123, -2.9215, -1.8175], [-3.8519, -4.3483, -2.0052], [-4.8313, -4.6926, -1.1324], [-4.3922, -4.3260, -3.3230], [-4.2180, -2.2773, -1.4613], [-2.5635, -2.8295, -1.1457], [-3.0455, -5.0806, -1.9519], [3.0976, 8.4968, 3.3260], [2.2449, 7.6946, 3.1723], [2.3817, 6.5505, 2.4525], [1.1803, 5.7896, 2.6213], [0.1839, 6.8554, 2.9963], [-0.7669, 6.3743, 3.8412], [0.9825, 7.7962, 3.6898], [1.3219, 5.0587, 3.4202], [0.9140, 5.2656, 1.7064], [-0.2996, 7.3422, 2.1476], [-4.5787, 0.6667, -1.1480], [-5.2908, 1.4769, -1.6280], [-5.5572, 1.5338, -2.9564], [-6.5377, 2.5512, -3.1643], [-6.3375, 3.4138, -1.9521], [-7.5023, 3.9879, -1.5551], [-5.9307, 2.4851, -0.9565], [-7.5323, 2.1032, -3.1951], [-6.3610, 3.0860, -4.0949], [-5.5722, 4.1821, -2.0701], [4.1372, -5.9193, -5.1137], [4.2065, -7.0895, -5.2761], [5.2216, -7.7187, -5.9176], [5.0089, -9.1276, -5.7840], [3.5233, -9.1995, -5.5358], [3.2019, -10.2399, -4.7317], [3.2697, -7.9867, -4.8470], [5.5862, -9.5045, -4.9382], [5.3128, -9.6566, -6.6836], [2.9136, -9.2385, -6.4400], [-6.2740, 5.2938, -5.4789], [-6.5628, 6.2294, -4.8136], [-6.8573, 6.1608, -3.4909], [-7.0170, 7.5021, -3.0166], [-7.3606, 8.2419, -4.2849], [-6.8966, 9.5135, -4.2612], [-6.6520, 7.5088, -5.2707], [-6.0802, 7.8466, -2.5764], [-7.8016, 7.5612, -2.2665], [-8.4239, 8.2489, -4.5313], [0.2810, 0.9360, -6.0473], [-0.6809, 0.3935, -6.4668], [-1.8808, 0.9999, -6.6676], [-2.7422, 0.0533, -7.3074], [-2.1183, -1.2560, -6.9054], [-2.2773, -2.2007, -7.8720], [-0.7395, -0.9295, -6.8077], [-2.7174, 0.2093, -8.3874], [-3.7669, 0.1556, -6.9587], [-2.4695, -1.6492, -5.9527], [-3.2867, 4.0178, 11.7560], [-2.2075, 4.2317, 12.1916], [-1.6991, 5.4697, 12.4116], [-0.4364, 5.3052, 13.0649], [-0.0504, 3.9070, 12.6528], [0.6720, 3.2851, 13.6152], [-1.3075, 3.2651, 12.5308], [-0.5700, 5.3943, 14.1439], [0.2769, 6.0556, 12.7334], [0.4834, 3.8454, 11.7026]], "forces_ev_per_angstrom": [[0.045, 0.040, -0.222], [0.227, 0.043, -0.231], [-0.020, 0.031, -0.235], [0.362, -0.644, -0.081], [-1.106, 0.460, 0.514], [-0.350, -0.553, -0.517], [0.236, 0.381, 0.116], [1.131, 0.940, 0.837], [-1.120, 0.430, 0.636], [0.254, 0.374, -0.873], [-0.627, -0.452, 0.444], [2.090, 0.871, 0.714], [-0.689, -0.461, -0.933], [-1.108, -0.418, -0.449], [-0.497, -0.261, -0.348], [1.228, -1.651, -0.860], [0.451, 0.806, 0.670], [0.165, -0.081, 0.225], [0.186, 0.043, 0.003], [0.040, -0.171, 0.185], [0.072, -0.134, 0.146], [-0.275, 0.218, -0.268], [0.015, 0.064, -0.186], [-0.381, -0.494, -0.210], [-0.431, 0.088, 0.626], [-0.093, 0.197, 0.157], [0.198, -0.095, -0.075], [0.148, 0.085, 0.123], [-0.055, -0.044, -0.019], [0.137, 0.206, 0.413], [-0.359, -0.300, -0.012], [-0.234, 0.356, -0.059], [0.268, -0.448, 0.416], [-0.131, 0.019, 0.024], [-0.085, 0.313, -0.416], [-0.157, -0.124, 0.070], [0.036, 0.310, 0.049], [-0.116, -0.048, -0.101], [0.114, -0.091, 0.187], [-0.029, -0.361, 0.007], [-0.357, 0.741, 0.228], [0.075, -0.046, -0.374], [-0.415, -0.186, 0.078], [0.103, -0.186, -0.164], [0.231, 0.184, -0.221], [-0.015, 0.101, 0.176], [0.221, -0.146, 0.012], [-0.146, 0.124, -0.026], [0.051, -0.078, -0.199], [-0.079, -0.101, -0.056], [0.219, -0.063, -0.306], [-0.445, 0.277, 0.043], [-0.075, -0.615, -0.268], [0.163, 0.026, -0.086], [-0.188, 0.713, 0.434], [0.159, -0.134, -0.127], [-0.060, 0.348, 0.019], [0.040, -0.120, -0.012], [0.160, -0.271, 0.330], [-0.034, -0.300, -0.019], [0.365, 0.072, -0.021], [-0.435, 0.181, 0.331], [0.242, -0.346, 0.251], [0.050, 0.066, -0.077], [-0.354, 0.365, -0.102], [0.206, 0.011, -0.012], [-0.134, -0.013, -0.174], [0.122, -0.002, 0.068], [-0.190, -0.186, 0.185], [-0.171, 0.137, -0.496], [0.033, -0.176, 0.098], [0.258, 0.368, 0.512], [-0.545, 0.058, 0.117], [0.092, -0.048, -0.149], [0.518, 0.005, 0.011], [-0.095, -0.148, -0.003], [0.162, 0.074, -0.185], [-0.073, -0.113, 0.060], [0.098, 0.091, 0.082], [0.242, 0.019, 0.094], [-0.323, 0.150, 0.157], [0.076, -0.331, -0.367], [-0.040, -0.095, 0.443], [-0.022, 0.076, -0.035], [0.054, -0.080, -0.488], [-0.126, 0.110, 0.111], [0.198, 0.285, 0.107], [-0.155, -0.037, 0.080], [0.095, -0.277, 0.512], [-0.042, -0.002, -0.344], [-0.097, 0.124, 0.225], [-0.022, 0.033, -0.590], [-0.510, 0.197, 0.314], [0.079, 0.037, 0.115], [0.500, -0.185, -0.489], [-0.037, 0.072, 0.202], [0.192, -0.087, 0.005], [-0.091, 0.089, 0.094], [0.402, -0.120, -0.215], [0.386, 0.182, -0.085], [-0.332, -0.123, 0.144], [0.337, -0.131, -0.286], [-0.004, -0.252, 0.431], [-0.076, 0.061, -0.026], [0.113, 0.076, -0.451], [-0.179, -0.034, 0.093], [0.041, 0.216, -0.089], [-0.076, -0.086, 0.066], [0.079, -0.142, -0.035], [0.183, -0.116, -0.106], [-0.009, 0.263, -0.209], [-0.172, -0.077, 0.488], [0.403, 0.295, -0.032], [-0.055, -0.022, -0.080], [-0.401, -0.266, 0.243], [0.022, 0.127, -0.169], [-0.037, -0.243, -0.047], [0.018, 0.130, -0.033], [0.224, 0.141, 0.060], [0.023, -0.066, -0.128], [0.105, -0.295, -0.014], [-0.344, 0.250, -0.039], [0.115, -0.317, -0.368], [0.070, 0.069, 0.153], [-0.287, 0.437, 0.299], [0.099, -0.157, -0.010], [0.091, 0.149, 0.168], [-0.009, -0.118, -0.176], [-0.166, -0.046, -0.105], [-0.182, -0.016, 0.061], [0.155, -0.292, 0.010], [0.149, 0.443, -0.015], [0.012, -0.227, 0.424], [-0.009, -0.048, -0.079], [0.091, 0.378, -0.334], [0.039, -0.201, 0.012], [-0.170, 0.067, -0.151], [0.080, -0.093, 0.061]], "smiles": "O=C1C(F)=CC(=O)c2c(CCCS)cccc21.O=C1OC[C@@H](F)O1.O=C1OC[C@@H](F)O1.O=C1OC[C@@H](F)O1.O=C1OC[C@@H](F)O1.O=C1OC[C@@H](F)O1.O=C1OC[C@@H](F)O1.O=C1OC[C@@H](F)O1.O=C1OC[C@@H](F)O1.O=C1OC[C@@H](F)O1.O=C1OC[C@@H](F)O1.O=C1OC[C@@H](F)O1", "lumo_ev": -0.61, "energy_ev": -163523.208, "gap_ev": 7.7071, "homo_ev": -8.316, "total_charge": 0}